DFT (ωB97M-V with the def2-TZVPD basis set) results for a molecular structure, C29H35Br2N4O4W.

Structure (XYZ):
```
75
Properties=species:S:1:pos:R:3:forces:R:3
W 0.291 0.251 -0.236 -0.6 -3.6 0.7
N -0.042 -3.394 3.434 0.4 -0.2 -0.2
C -0.686 -2.138 2.940 -0.5 0.9 -0.3
C -0.339 -0.983 3.863 0.1 0.2 -0.3
C -0.780 0.321 3.181 -0.3 -0.3 0.2
N 0.094 0.599 2.021 0.4 0.8 -0.2
C -2.275 0.256 2.843 0.1 -0.1 -0.3
C -2.701 -1.002 2.080 -0.3 0.0 0.1
N -2.154 -0.946 0.725 -0.8 -0.3 0.4
C -2.194 -2.265 2.799 0.1 0.2 -0.2
H 0.982 -3.299 3.325 -0.4 -0.1 0.2
H -0.343 -4.200 2.877 0.0 0.0 0.1
H -0.264 -3.558 4.420 0.0 -0.1 -0.1
H -0.273 -1.917 1.946 0.1 -0.3 0.2
H 0.733 -0.949 4.046 0.2 0.0 0.1
H -0.854 -1.072 4.819 -0.1 -0.1 0.2
H -0.662 1.138 3.906 0.1 -0.1 -0.2
H 1.021 0.819 2.403 -0.3 -0.1 -0.3
H -0.269 1.507 1.608 0.0 0.1 0.6
H -2.557 1.137 2.264 0.0 0.0 0.1
H -2.828 0.298 3.781 0.0 0.0 0.1
H -3.804 -1.041 2.068 0.2 0.0 0.2
H -2.649 -0.226 0.195 0.3 -0.2 0.1
H -2.335 -1.819 0.234 0.1 0.1 0.0
H -2.464 -3.144 2.214 0.0 -0.1 -0.1
H -2.683 -2.335 3.770 0.0 -0.1 0.2
Br 2.541 -2.012 1.805 0.5 -0.1 0.0
C 3.342 -0.608 0.777 -1.8 -0.3 0.4
C 4.699 -0.566 0.761 1.2 0.9 -0.7
C 5.316 0.496 0.055 -0.9 -1.0 0.7
C 4.490 1.459 -0.474 -0.4 0.3 -0.2
C 3.107 1.348 -0.371 0.1 -1.8 1.0
N 2.469 0.250 0.227 2.0 1.5 -0.8
C 2.188 2.381 -0.873 -0.8 1.4 -0.7
O 2.568 3.400 -1.429 0.0 -0.9 0.5
O 0.947 2.049 -0.648 1.1 2.6 -0.2
H 5.287 -1.307 1.278 -0.1 -0.1 0.0
H 6.388 0.539 -0.021 0.2 0.1 0.0
H 4.869 2.335 -0.975 0.0 0.1 -0.1
C 2.005 -3.423 -1.446 -0.1 0.3 -0.1
C 1.047 -2.284 -1.838 0.1 -0.2 -0.2
C -0.003 -2.850 -2.821 0.0 0.1 0.2
C 0.315 -1.725 -0.633 -0.3 0.9 -0.1
C 1.749 -1.168 -2.584 -0.4 0.0 0.0
C 2.907 -1.346 -3.333 -0.1 0.1 0.1
C 3.423 -0.308 -4.092 0.0 0.0 0.1
C 2.772 0.913 -4.144 0.0 0.0 0.0
C 1.621 1.112 -3.401 -0.3 0.1 0.0
C 1.129 0.089 -2.598 0.1 -0.4 -0.1
H 1.525 -4.077 -0.720 -0.1 -0.1 0.0
H 2.920 -3.037 -1.005 0.1 0.0 0.1
H 2.269 -4.022 -2.313 0.1 -0.1 -0.1
H -0.519 -3.696 -2.373 -0.1 -0.1 0.1
H 0.476 -3.179 -3.740 0.0 -0.1 -0.1
H -0.733 -2.078 -3.067 0.0 0.0 0.0
H -0.153 -2.594 -0.143 0.0 0.1 0.3
H 3.400 -2.305 -3.348 0.1 -0.1 0.1
H 4.327 -0.459 -4.661 0.1 0.0 -0.1
H 3.157 1.706 -4.765 0.0 0.1 -0.1
H 1.095 2.053 -3.472 0.0 0.1 0.2
H 0.096 0.200 -2.132 0.3 -0.1 -1.3
Br -6.786 5.738 -1.337 0.2 -0.1 0.0
C -5.251 4.673 -1.009 -0.1 0.0 -0.1
C -5.032 3.532 -1.770 -0.2 0.1 0.0
C -3.922 2.749 -1.517 0.3 0.0 0.2
C -3.037 3.106 -0.503 -0.1 0.1 -0.1
C -3.272 4.254 0.254 0.1 -0.2 -0.1
C -4.374 5.041 0.000 -0.2 0.1 -0.1
C -1.870 2.259 -0.148 0.1 0.5 1.0
O -1.200 2.565 0.859 -0.4 0.4 -0.2
O -1.654 1.193 -0.811 0.9 -0.8 -0.6
H -5.730 3.261 -2.547 -0.1 0.0 -0.1
H -3.735 1.856 -2.097 0.0 0.0 0.0
H -2.579 4.513 1.040 0.0 0.0 0.0
H -4.560 5.929 0.581 0.0 0.1 0.1
```
Forces are in eV/Å.

Summary:
LUMO (spin up / spin down): -3.312 / -3.340 eV
HOMO energy (spin up / spin down): -0.3042 / -0.3560 Ha
2S+1: 3
Total charge: +1
Electronic energy: -6860.9428 Ha

Quick look at the Mulliken charges, all values in e: number 1, W, carries 1.3801; number 2, N, carries 0.1631; number 3, C, carries 1.6929; number 4, C, carries -1.3852; number 5, C, carries -0.0866; number 6, N, carries -0.6322; number 7, C, carries -1.1929; number 8, C, carries -0.0589; number 9, N, carries -0.3781; number 10, C, carries -1.6566; number 11, H, carries 0.2681; number 12, H, carries 0.4543; number 13, H, carries 0.3973; number 14, H, carries -1.3265; number 15, H, carries 0.4226; number 16, H, carries 0.5656; number 17, H, carries 0.4740; number 18, H, carries 0.3887; number 19, H, carries 0.3367; number 20, H, carries 0.2098; number 21, H, carries 0.6295; number 22, H, carries 0.4130; number 23, H, carries 0.0912; number 24, H, carries 0.2911; number 25, H, carries 0.5742; number 26, H, carries 0.4307; number 27, Br, carries -0.0013; number 28, C, carries 0.1229; number 29, C, carries -0.6577; number 30, C, carries -0.6208; number 31, C, carries -0.8591; number 32, C, carries 0.6033; number 33, N, carries 0.4969; number 34, C, carries 0.0381; number 35, O, carries -0.7091; number 36, O, carries -0.5214; number 37, H, carries 0.4917; number 38, H, carries 0.4872; number 39, H, carries 0.5728; number 40, C, carries -2.1312; number 41, C, carries 3.6310; number 42, C, carries -1.9176; number 43, C, carries -0.9823; number 44, C, carries -0.2957; number 45, C, carries -0.4512; number 46, C, carries -0.8355; number 47, C, carries -0.8527; number 48, C, carries -0.2266; number 49, C, carries 0.0084; number 50, H, carries 0.3397; number 51, H, carries 0.4568; number 52, H, carries 0.4735; number 53, H, carries 0.4748; number 54, H, carries 0.4335; number 55, H, carries 0.3835; number 56, H, carries 0.2068; number 57, H, carries 0.4135; number 58, H, carries 0.4638; number 59, H, carries 0.4508; number 60, H, carries 0.5295; number 61, H, carries -0.0692; number 62, Br, carries -0.1719; number 63, C, carries 0.0538; number 64, C, carries -0.6428; number 65, C, carries -0.2798; number 66, C, carries 0.5266; number 67, C, carries -0.3825; number 68, C, carries -0.6058; number 69, C, carries 0.5014; number 70, O, carries -0.9651; number 71, O, carries -1.3144; number 72, H, carries 0.4466; number 73, H, carries 0.5074; number 74, H, carries 0.4705; number 75, H, carries 0.4432